1.
Below is a 2-piece molecular cluster, C4H14NOS overall, with properties calculated with wB97M-V/def2-TZVPD.

Geometry (Å):
C1 -0.117 0.210 2.604
C2 -0.354 0.346 1.052
C3 -1.219 -0.651 0.366
C4 -1.358 -0.218 -1.123
S1 -0.539 1.253 -1.946
N1 1.009 0.263 0.308
H1 -1.174 0.225 3.004
H2 0.194 -0.850 2.802
H3 0.457 1.019 3.177
H4 -0.802 1.431 0.896
H5 -2.194 -0.842 0.873
H6 -0.606 -1.600 0.352
H7 -0.801 -1.018 -1.764
H8 -2.365 -0.267 -1.436
H9 -1.728 1.787 -2.372
H10 0.778 -0.478 -0.399
H11 1.060 1.063 -0.242
H12 1.888 -0.069 0.700
H13 3.069 -0.967 -1.914
H14 2.567 -0.086 -2.866
O1 2.237 -0.550 -2.074

energy = -688.692493 Ha
energy relative to the best compared isomer or geometry (same formula, charge and spin) = 1.911 eV
E_HOMO = -13.095 eV
net charge = +1



2.
Below is one molecule with the formula C5H7FO, with properties calculated with wB97M-V/def2-TZVPD.

Geometry (Å):
C1 -0.331 -0.181 0.642
C2 -0.786 -0.244 -0.863
C3 0.032 1.008 -1.241
C4 0.789 0.780 0.245
C5 0.097 -1.466 1.338
H1 -0.357 -1.104 -1.318
H2 -1.841 -0.092 -1.108
H3 0.772 1.008 -2.028
H4 -0.545 1.979 -1.280
H5 1.101 1.684 0.844
H6 1.681 0.173 0.116
H7 -0.235 -1.706 2.356
O1 0.948 -2.107 0.840
F1 -1.326 0.268 1.456

energy = -369.761474 Ha
energy relative to the best compared isomer or geometry (same formula, charge and spin) = 1.021 eV
E_HOMO = -9.906 eV



3.
Below is one molecule with the formula C17H18ClFN4O3, with properties calculated with wB97M-V/def2-TZVPD.

Geometry (Å):
C1 0.876 1.974 -3.960
H1 0.605 3.030 -4.052
O1 -0.085 1.258 -3.221
C2 -0.291 1.614 -1.910
C3 0.362 2.640 -1.252
C4 0.079 2.907 0.082
C5 -0.869 2.164 0.752
C6 -1.542 1.142 0.097
C7 -1.261 0.846 -1.231
N1 -1.846 -0.221 -1.908
H2 -1.702 -0.142 -2.905
C8 -3.161 -0.680 -1.521
C9 -3.133 -1.562 -0.275
O2 -4.096 -1.741 0.437
N2 -1.927 -2.133 -0.030
H3 -1.211 -2.111 -0.744
N3 -1.757 -3.081 0.996
H4 -2.603 -3.650 1.034
C10 -1.564 -2.476 2.317
C11 -0.112 -2.073 2.569
O3 0.510 -2.486 3.519
N4 0.375 -1.205 1.637
C12 1.669 -0.699 1.527
C13 2.634 -0.860 2.519
C14 3.897 -0.327 2.345
C15 4.206 0.368 1.190
C16 3.253 0.532 0.192
C17 1.990 -0.005 0.360
H5 1.254 0.124 -0.417
Cl1 3.641 1.391 -1.249
F1 5.438 0.887 1.038
H6 4.655 -0.443 3.102
H7 2.392 -1.405 3.415
H8 -0.259 -0.910 0.904
H9 -2.210 -1.600 2.470
H10 -1.818 -3.226 3.067
H11 -3.865 0.141 -1.327
H12 -3.576 -1.290 -2.329
H13 -2.304 0.586 0.620
H14 -1.099 2.374 1.785
H15 0.603 3.704 0.584
H16 1.097 3.239 -1.763
H17 1.869 1.888 -3.512
H18 0.885 1.517 -4.949

energy = -1663.427288 Ha
E_HOMO = -8.370 eV



4.
Below is a 2-piece molecular cluster, C5H12O overall, with properties calculated with wB97M-V/def2-TZVPD.

Geometry (Å):
C1 -1.438 -1.511 -0.414
C2 -1.186 -0.045 -0.145
C3 0.134 0.525 -0.543
C4 1.062 -0.110 -1.246
C5 0.390 1.921 -0.065
H1 -0.591 -2.156 -0.189
H2 -2.229 -1.886 0.220
H3 -1.669 -1.686 -1.460
H4 -1.980 0.576 -0.569
H5 -1.323 0.187 0.932
H6 1.975 0.398 -1.536
H7 0.938 -1.113 -1.626
H8 0.584 1.936 1.009
H9 1.283 2.326 -0.517
H10 -0.463 2.595 -0.216
H11 1.999 -0.532 1.504
H12 1.129 -1.122 2.651
O1 1.385 -0.301 2.210

energy = -272.921993 Ha
energy relative to the best compared isomer or geometry (same formula, charge and spin) = 0.726 eV
E_HOMO = -9.172 eV



5.
Below is C6H13N2O2S as an isolated structure, with properties calculated with wB97M-V/def2-TZVPD.

Geometry (Å):
C1 -0.166 -0.755 -1.065
C2 2.006 0.375 0.555
C3 0.693 -0.177 1.186
C4 -1.198 -1.046 -2.087
C5 -0.084 1.148 1.609
C6 -1.466 -1.287 1.000
N1 -0.008 1.499 -1.137
N2 -0.347 -0.747 0.224
O1 1.065 -0.541 -1.567
O2 2.522 1.498 -1.857
S1 1.459 0.973 -1.082
H1 2.269 1.155 1.141
H2 2.598 -0.414 0.328
H3 1.097 -0.863 1.963
H4 -1.285 -0.292 -2.810
H5 -2.076 -1.142 -1.573
H6 -0.896 -1.994 -2.613
H7 0.559 1.649 2.373
H8 -0.898 0.845 2.306
H9 -0.444 1.818 0.835
H10 -1.071 -1.926 1.654
H11 -2.045 -1.828 0.338
H12 -2.000 -0.399 1.471
H13 -0.283 2.454 -1.192

energy = -894.203978 Ha
energy relative to the best compared isomer or geometry (same formula, charge and spin) = 2.744 eV
E_HOMO = -14.043 eV
net charge = +1



6.
Below is C17H30FN8O4Pt as an isolated structure, with properties calculated with wB97M-V/def2-TZVPD.

Geometry (Å):
Pt1 0.230 0.733 -0.638
N1 -0.898 2.549 -1.242
C1 -0.008 3.711 -1.329
C2 0.853 3.749 -0.071
N2 1.461 2.433 0.230
C3 2.862 2.278 -0.206
C4 2.948 1.952 -1.689
N3 2.135 0.760 -1.962
H1 -1.386 2.353 -2.109
H2 -1.621 2.676 -0.537
H3 -0.550 4.654 -1.422
H4 0.606 3.593 -2.220
H5 0.221 4.034 0.767
H6 1.625 4.515 -0.164
H7 1.391 2.229 1.222
H8 3.292 1.457 0.372
H9 3.440 3.180 0.013
H10 3.995 1.816 -1.970
H11 2.563 2.778 -2.286
H12 2.590 -0.084 -1.629
H13 1.939 0.625 -2.947
C5 -0.060 -4.310 -2.720
C6 -1.027 -3.158 -2.568
N4 -0.331 -2.045 -1.925
C7 0.486 -2.287 -0.846
N5 0.882 -1.243 -0.147
C8 1.603 -1.438 1.113
C9 1.352 -2.817 1.688
C10 1.655 -3.843 0.619
N6 0.882 -3.545 -0.585
C11 0.423 -4.708 -1.344
H14 0.784 -4.006 -3.343
H15 -0.544 -5.159 -3.201
H16 -1.890 -3.460 -1.965
H17 -1.390 -2.814 -3.535
H18 -0.970 -1.290 -1.694
H19 1.270 -0.671 1.812
H20 2.680 -1.293 0.954
H21 0.302 -2.903 1.981
H22 1.971 -2.986 2.568
H23 1.368 -4.843 0.945
H24 2.724 -3.867 0.384
H25 -0.377 -5.205 -0.785
H26 1.261 -5.404 -1.411
F1 -4.579 3.734 1.752
C12 -3.532 2.977 2.075
C13 -3.575 1.644 1.977
N7 -2.503 0.840 2.299
C14 -2.548 -0.578 1.964
C15 -2.142 -0.912 0.519
O1 -2.101 -2.093 0.220
O2 -1.915 0.087 -0.271
C16 -1.306 1.380 2.685
O3 -0.282 0.739 2.851
N8 -1.328 2.748 2.876
C17 -2.335 3.659 2.544
O4 -2.155 4.850 2.627
H27 -4.464 1.138 1.629
H28 -3.567 -0.931 2.116
H29 -1.905 -1.122 2.651
H30 -0.504 3.142 3.309

2S+1 = 3
energy = -1623.846791 Ha
energy relative to the best compared isomer or geometry (same formula, charge and spin) = 0.051 eV
E_HOMO (spin up / spin down) = -10.300 / -11.298 eV
net charge = +1



7.
Below is one molecule with the formula C5H8Cl2, with properties calculated with wB97M-V/def2-TZVPD.

Geometry (Å):
C1 0.962 -0.484 1.681
C2 1.057 0.008 0.223
C3 1.815 1.053 -0.518
C4 2.119 -0.395 -0.766
C5 -0.363 -0.015 -0.521
H1 0.736 -1.617 1.696
H2 0.094 0.205 2.002
H3 1.866 -0.350 2.368
H4 1.224 1.601 -1.216
H5 2.584 1.500 0.220
H6 1.697 -0.880 -1.708
H7 3.284 -0.722 -0.401
H8 -0.313 0.365 -1.587
Cl1 -1.417 1.478 0.133
Cl2 -1.213 -1.543 -0.248

energy = -1115.612598 Ha
energy relative to the best compared isomer or geometry (same formula, charge and spin) = 2.517 eV
E_HOMO = -10.376 eV